#P
13
Properties=species:S:1:pos:R:3 method="wB97M-V/def2-TZVPD" total_charge=0 smiles="NCC=O.O=NO" homo_lumo_gap_ha=0.3871
N -1.959 -1.162 -0.261
C -0.780 -0.289 0.084
C -0.906 1.197 0.116
O 0.081 1.843 0.299
H -2.629 -0.828 -0.960
H -2.525 -1.017 0.569
H -0.033 -0.656 -0.577
H -0.505 -0.600 1.034
H -1.889 1.786 -0.035
O 3.754 -1.265 -0.272
N 2.812 -0.706 0.238
O 2.732 0.638 -0.125
H 1.846 1.059 -0.108


#Q
13
Properties=species:S:1:pos:R:3 method="wB97M-V/def2-TZVPD" total_charge=0 smiles="NC(=O)O.NC=O" homo_lumo_gap_ha=0.3581
N 2.304 -1.064 0.962
C 1.547 -0.447 -0.052
O 0.370 -0.144 0.034
O 2.394 -0.099 -1.076
H 1.827 -1.429 1.766
H 3.252 -0.729 1.094
H 2.977 -0.890 -1.270
N -2.143 1.691 -0.172
C -2.171 0.449 0.374
O -2.733 -0.510 -0.168
H -1.650 2.433 0.368
H -2.389 1.836 -1.120
H -1.654 0.402 1.384


Of them, #Q has the highest stability.


#P
13
Properties=species:S:1:pos:R:3 method="wB97M-V/def2-TZVPD" total_charge=0 smiles="C=NNC(O)(O)O" homo_lumo_gap_ha=0.3713
C -2.469 0.002 -0.022
N -1.359 -0.588 0.079
N -0.257 0.207 -0.502
C 1.073 -0.054 0.049
O 1.969 0.550 -0.817
O 1.146 0.696 1.292
O 1.167 -1.388 0.196
H -3.416 -0.533 0.401
H -2.470 0.936 -0.426
H -0.291 1.187 -0.675
H 2.514 -0.168 -1.012
H 2.113 0.945 1.252
H 0.280 -1.793 0.186


#Q
13
Properties=species:S:1:pos:R:3 method="wB97M-V/def2-TZVPD" total_charge=0 smiles=OC1(O)NNCO1 homo_lumo_gap_ha=0.4074
O 0.562 1.386 -1.568
C 0.393 0.217 -0.629
O 1.303 -0.733 -1.064
N 0.792 0.509 0.735
N -0.384 0.114 1.516
C -1.116 -0.751 0.597
O -0.849 -0.324 -0.727
H 0.597 2.164 -1.030
H 1.034 -0.818 -2.032
H 1.416 -0.210 1.020
H -0.863 0.990 1.721
H -0.691 -1.692 0.694
H -2.194 -0.852 0.767


#R
13
Properties=species:S:1:pos:R:3 method="wB97M-V/def2-TZVPD" total_charge=0 homo_lumo_gap_ha=0.3332
N -2.029 -0.101 -0.156
C 0.167 0.369 0.617
O -0.068 1.688 0.259
N -0.842 -0.632 0.131
H 0.619 1.879 -0.424
H -2.050 0.906 -0.340
H -2.805 -0.567 0.300
H 0.264 0.241 1.700
C 1.298 -0.193 -0.265
O 1.906 -1.276 0.314
O 1.899 0.594 -1.014
H 1.687 -2.035 -0.254
H -0.045 -0.873 -0.867


Of them, #Q has the highest stability.


#P
28
Properties=species:S:1:pos:R:3 method="wB97M-V/def2-TZVPD" total_charge=0 smiles="COC1=CC(=C=C=N)CCC1.[H]/N=C/O" homo_lumo_gap_ha="0.2972 / 0.2972"
C -3.932 0.112 -1.260
O -2.941 0.977 -0.789
C -1.901 0.452 -0.179
C -0.673 1.090 -0.232
C 0.533 0.755 0.610
C 1.553 1.563 0.642
C 2.276 2.568 0.726
N 3.317 3.187 0.943
C 0.435 -0.602 1.210
C -1.010 -0.843 1.589
C -2.028 -0.827 0.503
H -4.332 0.604 -2.235
H -4.740 0.079 -0.496
H -3.596 -0.961 -1.406
H -0.785 2.162 -0.617
H 3.239 4.234 0.822
H 0.627 -1.424 0.520
H 1.016 -0.791 2.146
H -1.247 0.093 2.173
H -1.313 -1.674 2.286
H -2.934 -0.884 0.954
H -2.002 -1.639 -0.160
H 2.321 -1.024 -2.692
N 2.815 -1.567 -2.047
C 3.435 -1.028 -1.103
O 4.155 -1.897 -0.312
H 3.508 0.008 -0.759
H 4.208 -2.724 -0.837


#Q
28
Properties=species:S:1:pos:R:3 method="wB97M-V/def2-TZVPD" total_charge=0 smiles="O=C1O[C@H]1c1ccc[nH]1.CNC1CC1" homo_lumo_gap_ha=0.3436
O 0.945 3.928 1.094
C 0.922 2.768 1.374
O 1.539 2.007 2.217
C 0.318 1.443 1.546
C -0.897 1.424 2.413
C -2.057 2.152 2.429
C -2.850 1.747 3.504
C -2.098 0.821 4.239
N -0.938 0.633 3.543
H 0.595 0.601 0.902
H -2.497 2.791 1.602
H -3.791 2.178 3.825
H -2.364 0.368 5.267
H -0.181 0.163 3.884
C 0.370 0.616 -2.437
N 0.999 -0.244 -1.473
C 0.941 -1.580 -2.102
C 0.664 -2.829 -1.322
C -0.381 -2.222 -2.265
H 0.487 1.691 -2.101
H 0.919 0.660 -3.430
H -0.668 0.234 -2.481
H 2.000 -0.077 -1.342
H 1.694 -1.643 -2.853
H 0.698 -2.684 -0.206
H 1.038 -3.713 -1.570
H -0.767 -2.743 -3.042
H -1.190 -1.670 -1.660


Of them, #Q has the highest stability.


#P
14
Properties=species:S:1:pos:R:3 method="wB97M-V/def2-TZVPD" total_charge=0 homo_lumo_gap_ha=0.2878
O 1.027 0.913 0.360
C 1.586 -0.162 -0.622
C -0.323 0.340 -0.530
O -1.237 1.303 0.035
C -0.876 -0.965 0.024
O -0.633 -0.985 1.426
H 0.817 0.421 1.180
H 2.230 0.433 -1.278
H 2.214 -0.821 -0.009
H -0.305 0.490 -1.605
H -0.918 2.186 -0.193
H -1.957 -0.995 -0.173
H -0.380 -1.825 -0.417
H -1.245 -0.334 1.801


#Q
14
Properties=species:S:1:pos:R:3 method="wB97M-V/def2-TZVPD" total_charge=0 smiles="CCC(=O)O.O" homo_lumo_gap_ha=0.4119
C 0.564 -1.954 2.359
C 0.577 -0.746 1.442
C 0.891 -1.101 0.008
O 1.922 -1.630 -0.304
O -0.018 -0.670 -0.908
H -0.026 -2.781 1.958
H 1.571 -2.380 2.442
H 0.179 -1.681 3.344
H 1.263 0.044 1.728
H -0.388 -0.235 1.482
H -0.079 -1.339 -1.606
O -2.499 4.639 -4.041
H -1.628 4.384 -4.365
H -2.329 5.448 -3.538


Of them, #Q has the highest stability.


#P
9
Properties=species:S:1:pos:R:3 method="wB97M-V/def2-TZVPD" total_charge=0 smiles="O=c1nn[nH]oc1=O" homo_lumo_gap_ha=0.3376
O -1.925 1.531 0.004
C -0.908 0.854 -0.081
N 0.372 1.555 -0.006
N 1.414 0.851 0.016
N 1.423 -0.477 -0.120
O 0.305 -1.293 0.021
C -0.951 -0.681 -0.106
O -1.916 -1.354 0.013
H 2.187 -0.985 0.258


#Q
9
Properties=species:S:1:pos:R:3 method="wB97M-V/def2-TZVPD" total_charge=0 homo_lumo_gap_ha=0.3641
C 1.414 1.130 -0.088
C -1.252 0.588 0.109
N 2.315 1.799 -0.186
N -0.035 -0.034 0.187
N 0.273 -1.363 -0.019
O 1.433 -1.633 -0.092
O -1.406 1.768 0.037
O -0.672 -2.098 -0.090
H -2.069 -0.157 0.143


#R
9
Properties=species:S:1:pos:R:3 method="wB97M-V/def2-TZVPD" total_charge=0 smiles="O=c1nnc(O)no1" homo_lumo_gap_ha=0.3152
O -2.814 -0.116 -0.315
C -1.693 0.053 -0.035
N -1.036 -1.242 0.126
N 0.173 -1.267 0.193
C 0.968 -0.049 -0.160
O 2.288 -0.293 -0.163
N 0.441 1.052 -0.163
O -0.880 1.136 0.356
H 2.553 0.726 0.160


Of them, #P has the highest stability.


#P
12
Properties=species:S:1:pos:R:3 method="wB97M-V/def2-TZVPD" total_charge=-1 homo_lumo_gap_ha=0.2660
C -0.261 1.581 -1.363
N 0.420 1.137 2.295
O 1.221 -0.663 -1.925
O 0.673 -1.544 0.359
O -1.127 -1.200 -1.426
O -1.375 1.637 -1.680
P 0.264 -0.391 -0.850
H -0.483 1.343 1.872
H 0.941 0.551 1.776
H 1.072 -2.257 -0.163
H 0.268 0.668 3.245
H -1.614 -0.862 -2.141


#Q
12
Properties=species:S:1:pos:R:3 method="wB97M-V/def2-TZVPD" total_charge=-1 homo_lumo_gap_ha=0.3408
C 0.077 -0.181 -0.238
N 0.746 0.529 0.695
O -1.937 -0.029 1.543
O -1.904 1.517 -0.500
O -2.550 -0.928 -0.824
O 0.496 -2.078 0.144
P -1.752 -0.051 0.071
H 0.490 -0.193 -1.238
H 1.733 0.340 0.800
H -2.175 1.408 -1.406
H 0.221 0.516 1.565
H -0.411 -2.383 0.211


Of them, #Q has the highest stability.